ORCA calculation (the ωB97M-V functional and the def2-TZVPD basis) on a molecular structure, C35H45CrGe2N4O5.

## Properties
- Energy above the lowest of the compared OMol25 structures with the same formula, charge and spin: 150.7 kJ/mol
- Highest occupied orbital energy (spin up / spin down): -7.3 / -7.1 eV
- E_LUMO (spin up / spin down): -0.368 / -0.492 eV
- Frontier orbital gap (spin up / spin down): 6.91 / 6.61 eV
- Spin multiplicity: 4

Structure (XYZ):
```
92
Properties=species:S:1:pos:R:3:mulliken_spin:R:1
Cr 0.26881 -1.06293 0.97615 3.24
O 0.40829 -2.99224 1.12854 -0.04
C 1.16979 -3.79461 1.81569 0.02
C 1.11676 -5.18070 1.54862 0.00
C 1.90404 -6.06071 2.25299 0.01
C 2.77928 -5.62276 3.25397 0.00
C 2.84053 -4.27657 3.53084 0.00
C 2.05132 -3.35428 2.82825 0.01
C 2.15536 -1.95942 3.17704 0.05
N 1.49821 -1.01434 2.60621 0.00
N 1.78629 0.27539 3.10179 -0.01
C 1.12200 1.14422 2.40572 0.05
O 0.28979 0.88079 1.44583 -0.12
C 1.29904 2.58544 2.74668 0.01
C 0.19480 3.43084 2.77700 0.00
C 0.35300 4.77379 3.08047 0.00
C 1.61871 5.28095 3.34116 0.00
C 2.72122 4.44032 3.31446 0.00
C 2.56267 3.09333 3.02390 0.00
H 0.44348 -5.51674 0.77216 0.00
H 1.84464 -7.11782 2.02348 0.00
H 3.39118 -6.32823 3.79703 0.00
H 3.50679 -3.90695 4.30148 0.00
H 2.83788 -1.67102 3.97524 0.00
H -0.78792 3.02476 2.57977 0.00
H -0.51170 5.42322 3.11573 0.00
H 1.74379 6.33203 3.56647 0.00
H 3.70708 4.83348 3.52360 0.00
H 3.40869 2.41982 3.01281 0.00
C 3.44173 -2.72732 -2.59212 -0.01
C 2.55342 -2.67823 -1.35198 -0.01
Ge 2.20372 -0.89177 -0.61042 -0.08
C 3.81396 -0.12059 0.23140 -0.02
C 4.96069 0.22518 -0.71635 -0.01
C 1.80778 0.26315 -2.15834 -0.03
C 0.67461 0.90594 -2.46405 0.04
Ge -0.95686 0.74534 -1.43202 0.03
C -1.43380 2.23003 -0.24805 -0.01
C -2.27618 3.35282 -0.85475 0.00
C -2.48260 -0.08724 -2.34496 0.00
C -3.59148 0.73592 -2.99902 0.00
C 0.53450 1.79736 -3.66325 0.00
C 1.56865 1.98238 -4.58794 0.00
C 1.41077 2.81520 -5.67856 0.00
C 0.21441 3.49336 -5.88801 0.00
C -0.82028 3.32221 -4.98858 0.00
C -0.65205 2.48230 -3.89451 0.00
H 3.51041 -3.74163 -2.99224 0.00
H 4.46062 -2.39613 -2.39022 0.00
H 3.04893 -2.09884 -3.39362 0.00
H 2.97292 -3.28867 -0.54753 0.00
H 1.57426 -3.10296 -1.57998 0.00
H 4.14559 -0.82782 0.99644 0.01
H 3.49670 0.77591 0.77025 0.01
H 5.34254 -0.65240 -1.23806 0.00
H 5.80443 0.67214 -0.18477 0.00
H 4.64994 0.94416 -1.47627 0.00
H 2.62948 0.40314 -2.85656 -0.01
H -0.49053 2.61487 0.12643 0.00
H -1.93174 1.79664 0.62207 0.00
H -1.74960 3.89296 -1.64130 0.00
H -2.48826 4.07400 -0.06275 0.00
H -3.23516 3.02800 -1.25488 0.00
H -2.94785 -0.72870 -1.59455 0.00
H -2.02401 -0.75227 -3.07979 0.00
H -4.03668 1.46863 -2.32673 0.00
H -4.39679 0.06993 -3.31379 0.00
H -3.25401 1.26247 -3.89092 0.00
H 2.51011 1.46956 -4.46320 0.00
H 2.22876 2.93624 -6.37598 0.00
H 0.09750 4.14552 -6.74240 0.00
H -1.76144 3.83675 -5.12965 0.00
H -1.49439 2.38079 -3.21611 0.00
O -1.15164 -2.97754 -2.17976 0.00
N -1.36820 -2.43592 -1.12690 -0.01
O -2.23712 -2.71742 -0.33894 0.00
O -0.50360 -1.43166 -0.81377 -0.11
C -4.96370 0.37999 1.39014 0.00
C -4.48584 -0.97802 1.91876 0.00
C -5.00123 -2.11597 1.03366 0.00
C -4.92830 -1.18032 3.37243 0.00
C -3.01109 -0.96815 1.89437 0.04
N -1.86532 -0.94151 1.90069 -0.06
H -6.05392 0.39323 1.38158 0.00
H -4.61169 0.54686 0.37124 0.00
H -4.61202 1.19686 2.01977 0.00
H -6.07674 -2.20551 1.18947 0.00
H -4.52669 -3.06387 1.27872 0.00
H -4.81377 -1.91580 -0.01933 0.00
H -6.01731 -1.14615 3.41109 0.00
H -4.53069 -0.40026 4.02020 0.00
H -4.59763 -2.14623 3.75109 0.00
```